# C5H8O

The molecule C5H8O (the ωB97M-V functional and the def2-TZVPD basis, OMol25).

The calculation puts the molar mass at 84.1 g/mol. As for the LUMO energy: -0.07 eV. Its highest occupied orbital energy is -8.52 eV. Its spin multiplicity is 1. The value obtained for the HOMO-LUMO gap is 8.4 eV. Its relative energy (zero: lowest compared OMol25 entry of this formula, charge and spin) is 468.60 kJ/mol.

```
14
Properties=species:S:1:pos:R:3:forces:R:3:lowdin_charge:R:1
O 1.943 -1.861 0.409 0.073 -0.076 0.030 -0.0289
C 0.884 -1.127 -0.224 -0.390 -0.017 -0.064 -0.3353
C -1.385 1.369 0.117 -0.009 0.056 -0.017 -0.1060
C 2.132 -0.493 0.333 0.252 0.288 0.119 -0.1186
C -1.345 -0.144 -0.210 0.003 0.009 -0.004 -0.3020
C -0.247 -0.771 0.588 0.012 -0.001 -0.441 0.0917
H 0.862 -1.255 -1.313 -0.045 -0.024 0.197 0.1448
H -2.288 -0.592 0.135 0.172 0.093 0.043 0.1096
H -1.185 1.538 1.178 -0.047 -0.021 -0.112 0.0705
H 2.066 0.053 1.271 0.022 -0.080 -0.092 0.1149
H 2.861 -0.137 -0.394 -0.166 -0.034 0.046 0.1190
H -1.294 -0.289 -1.304 0.068 0.045 0.166 0.0988
H -2.366 1.789 -0.119 0.114 -0.087 -0.010 0.0688
H -0.640 1.919 -0.468 -0.059 -0.150 0.141 0.0727
```
Forces are in eV/Å.

---

# C23H25IN2O4OsP

A structure of composition C23H25IN2O4OsP (the ωB97M-V functional and the def2-TZVPD basis, OMol25).

The calculation puts the molar mass at 741.6 g/mol. Its net charge is +1. As for the LUMO energy (alpha / beta): -5.06 / -5.06 eV. Its highest occupied orbital energy (alpha / beta) is -11.13 / -11.13 eV. Its spin multiplicity is 1. The value obtained for the HOMO-LUMO gap (alpha / beta) is 6.1 / 6.1 eV. Its relative energy (zero: lowest compared OMol25 entry of this formula, charge and spin) is 19.53 kJ/mol.

```
57
Properties=species:S:1:pos:R:3:forces:R:3:lowdin_charge:R:1
Os 0.910 -0.266 -0.310 0.763 0.115 -0.160 1.1414
I 2.894 -0.657 -2.537 -0.266 -0.164 0.080 1.0670
P -0.343 1.053 -1.760 -0.010 0.207 0.164 0.8126
O 2.024 1.517 0.473 -0.028 -0.098 -0.055 -0.0772
O 3.678 4.922 6.246 -0.116 0.068 -0.014 0.1005
O 2.577 3.479 7.409 -0.119 0.068 -0.023 0.1020
O 0.902 0.076 1.630 -0.382 0.050 0.281 -0.1415
N 2.979 3.940 6.364 0.334 -0.185 0.050 -0.3456
N -5.359 -7.929 -1.354 -0.002 0.006 -0.003 0.1754
C 0.276 2.728 -2.087 0.015 -0.037 0.001 -0.3617
C -0.116 -0.363 -4.305 -0.011 0.003 -0.010 -0.1777
C -1.016 -2.750 -0.657 -0.018 -0.006 0.016 -0.0843
C -0.241 -1.819 -0.529 -0.139 -0.285 -0.194 -0.2250
C 3.122 3.682 3.919 -0.014 -0.004 -0.004 0.0321
C 1.658 1.147 1.609 -0.055 0.282 -0.160 -0.5425
C 1.998 1.858 2.842 -0.043 -0.140 0.120 -0.1306
C 2.798 2.995 2.764 0.026 0.029 0.010 0.0231
C -3.702 -5.961 -1.084 -0.010 0.002 0.005 -0.2185
C -1.878 1.303 -0.793 0.007 0.025 -0.036 -0.3604
C -1.729 1.921 0.595 0.000 0.025 0.003 -0.1193
C 1.608 2.845 -2.822 -0.007 0.002 -0.002 -0.1499
C -1.928 -3.843 -0.800 -0.022 -0.025 0.005 -0.2495
C -3.083 -3.904 -0.015 0.015 0.016 0.022 -0.0156
C -1.018 0.332 -3.296 0.002 -0.009 0.046 -0.3561
C 1.520 1.394 4.066 -0.009 -0.012 0.027 0.0251
C -3.968 -4.955 -0.158 0.004 0.001 -0.005 -0.0114
C -4.624 -7.055 -1.234 0.007 -0.010 0.004 -0.1726
C 2.635 3.204 5.122 -0.077 0.070 -0.023 -0.1114
C -2.550 -5.913 -1.865 0.004 0.001 -0.006 -0.0111
C 2.788 -0.986 -0.467 0.155 -0.072 -0.071 -0.7481
C 1.843 2.076 5.226 -0.019 -0.014 0.011 0.0324
C -1.671 -4.857 -1.726 0.019 0.013 -0.025 -0.0152
H 0.654 0.297 -4.703 0.008 0.003 0.010 0.0524
H -3.275 -3.123 0.709 -0.009 -0.009 0.005 0.1194
H 1.583 2.359 -3.797 -0.001 -0.008 0.006 0.0611
H 2.415 2.408 -2.236 0.005 0.012 0.002 0.0287
H -0.725 -0.703 -5.142 0.004 0.024 -0.010 0.0854
H 2.791 -2.060 -0.294 0.037 0.031 0.085 0.0055
H -2.717 2.093 1.020 0.001 0.015 -0.006 0.0872
H 3.159 3.330 1.802 0.005 0.006 0.000 0.1281
H -2.367 0.328 -0.738 0.012 -0.005 0.007 0.0830
H -1.541 1.176 -3.759 -0.028 -0.018 -0.015 0.1005
H 3.568 -0.445 0.060 0.031 0.065 -0.102 0.0076
H 1.841 3.896 -2.983 -0.008 0.001 -0.004 0.0846
H 1.496 1.752 6.195 0.001 0.001 -0.003 0.1296
H -1.781 -0.367 -2.946 0.004 0.000 0.010 0.0880
H -0.525 3.229 -2.641 -0.007 0.005 0.004 0.1015
H -2.501 1.941 -1.428 -0.010 -0.019 -0.009 0.1025
H 0.344 3.212 -1.111 0.004 -0.002 0.005 0.0797
H 0.359 -1.237 -3.865 -0.054 -0.016 -0.031 0.0098
H -1.216 2.883 0.564 0.007 -0.003 -0.003 0.0753
H 0.903 0.507 4.106 0.006 0.006 -0.008 0.1295
H 3.738 4.568 3.904 -0.003 -0.002 0.003 0.1289
H -0.775 -4.811 -2.330 -0.005 -0.008 -0.004 0.1198
H -2.354 -6.703 -2.578 0.005 0.001 0.001 0.1262
H -1.194 1.265 1.280 -0.012 -0.009 0.001 0.0534
H -4.864 -5.007 0.446 0.001 0.009 0.003 0.1260
```
Forces are in eV/Å.

---

# C42H69P3SbSiZn

A structure of composition C42H69P3SbSiZn at a distorted geometry (the ωB97M-V functional and the def2-TZVPD basis, OMol25).

The calculation puts the molar mass at 882.2 g/mol. Its net charge is +1. As for the LUMO energy: -2.08 eV. Its highest occupied orbital energy is -8.46 eV. Its spin multiplicity is 1. The value obtained for the HOMO-LUMO gap is 6.4 eV. Its relative energy (zero: lowest compared OMol25 entry of this formula, charge and spin) is 54.91 kJ/mol.

```
117
Properties=species:S:1:pos:R:3:forces:R:3:lowdin_charge:R:1
Sb 11.724 11.859 9.531 -0.019 0.361 -1.015 1.3688
Zn 11.567 12.153 12.463 -0.671 -0.359 0.858 0.1921
P 13.843 12.282 13.345 1.291 1.059 -1.243 1.0015
P 9.687 9.505 13.052 -0.607 -0.273 -0.935 1.0549
P 9.519 13.575 13.001 -0.058 1.265 -1.870 0.9923
Si 11.169 11.686 14.811 -0.084 -2.011 -0.973 0.4960
C 9.738 8.539 10.413 0.600 0.310 -1.006 -0.1626
C 8.656 16.407 13.107 0.019 -0.960 0.594 -0.0931
C 12.451 12.574 15.766 0.635 -0.330 -0.444 -0.3328
C 8.128 14.182 10.575 -1.184 0.304 -0.055 -0.1170
C 13.436 10.734 8.593 -0.151 0.762 0.538 -0.3876
C 7.913 12.533 17.138 -1.054 -0.623 0.493 -0.0654
C 12.285 8.001 16.531 -0.013 0.068 0.450 -0.0812
C 7.792 13.972 15.195 -0.097 -0.677 -0.751 -0.0825
C 7.251 13.497 16.379 -0.464 0.575 0.247 -0.0608
C 9.526 12.283 15.408 0.053 -0.303 0.280 -0.3155
C 10.389 10.298 7.090 -0.575 -0.608 0.479 -0.1961
C 11.329 9.822 15.250 0.218 0.353 0.232 -0.2948
C 13.721 12.579 15.136 0.302 1.468 0.807 -0.3428
C 10.526 7.549 14.937 -0.046 -0.178 -0.130 -0.0918
C 8.845 13.224 14.625 0.302 0.604 1.201 -0.3815
C 9.862 15.418 13.008 0.124 0.316 0.298 -0.4820
C 14.301 15.109 12.697 -0.610 0.288 0.566 -0.1073
C 9.087 11.941 16.692 -0.513 0.413 0.278 -0.1014
C 6.682 13.352 12.420 -0.119 -0.254 -0.052 -0.1062
C 15.247 13.410 11.184 -0.159 -0.415 -0.090 -0.1194
C 10.554 8.895 14.521 0.121 -0.324 0.796 -0.4122
C 9.773 8.040 11.857 1.041 0.791 0.068 -0.5392
C 14.435 9.555 13.694 -0.141 0.398 -0.175 -0.1058
C 7.618 9.085 15.002 -0.713 0.432 0.139 -0.1059
C 14.812 13.094 15.888 -0.922 -1.378 -1.257 -0.0742
C 14.896 13.706 12.664 0.941 -0.279 -0.426 -0.5217
C 7.884 9.691 13.624 0.297 -0.393 -0.279 -0.5095
C 11.391 7.110 15.933 0.592 -1.241 -0.063 -0.0805
C 13.696 9.418 9.352 0.347 -0.343 -0.509 -0.2013
C 10.801 15.657 14.240 -0.584 0.018 -1.158 -0.1055
C 12.106 13.953 8.898 -0.028 -0.686 0.746 -0.4374
C 6.778 9.327 12.583 0.419 -0.691 -0.071 -0.1007
C 10.113 11.532 7.981 0.873 0.496 -0.338 -0.3730
C 15.014 10.845 13.068 0.165 -0.594 0.618 -0.5242
C 13.400 13.483 17.782 -2.094 0.299 1.253 -0.0564
C 8.098 13.274 11.816 -0.255 -0.326 -0.080 -0.5228
C 12.278 13.076 17.044 1.028 0.354 0.494 -0.0647
C 12.216 9.366 16.250 -0.827 -0.635 -0.786 -0.1014
C 14.633 13.384 17.207 1.575 0.402 1.321 -0.0998
C 8.823 6.865 12.087 0.047 -0.469 0.352 -0.1197
C 16.470 11.057 13.543 0.123 0.039 -0.124 -0.0975
C 13.054 14.052 7.714 0.555 0.246 -0.041 -0.1925
H 15.953 14.111 10.735 0.115 0.201 0.452 0.0921
H 9.443 5.962 12.230 -0.615 0.154 -0.239 0.0867
H 9.625 11.235 17.351 -0.259 0.336 -0.633 0.1259
H 10.492 9.323 10.104 -0.719 -0.569 0.924 0.0145
H 10.835 7.696 11.940 -0.734 0.165 0.469 0.1099
H 15.513 13.488 17.851 -0.233 0.491 -0.382 0.1209
H 11.485 5.999 16.169 -0.391 1.660 -0.210 0.1290
H 15.679 12.414 11.036 -0.144 0.158 -0.023 0.0608
H 7.544 13.701 9.759 0.482 0.227 0.416 0.0912
H 7.769 16.056 12.607 -0.172 -0.188 -0.507 0.0369
H 10.906 9.500 7.643 -0.196 0.119 -0.117 0.0415
H 10.967 10.466 6.187 0.238 0.487 0.080 0.0648
H 17.046 10.126 13.287 -0.383 0.946 0.211 0.1001
H 5.860 9.785 12.930 -0.302 0.072 0.042 0.0667
H 9.139 11.468 8.499 0.542 0.108 -0.271 0.0366
H 13.249 10.602 7.511 -0.005 0.031 0.618 0.0525
H 7.581 15.130 10.798 0.533 -0.644 -0.195 0.0823
H 12.486 14.479 9.801 -0.242 -0.168 -0.660 0.0208
H 15.854 13.677 13.224 -0.560 0.242 -0.107 0.0920
H 13.803 15.359 13.637 0.077 -0.154 0.125 0.0611
H 13.019 8.579 9.092 0.022 0.676 0.105 0.0676
H 8.889 17.369 12.689 0.284 0.479 -0.054 0.0788
H 14.107 13.980 8.016 -0.213 0.156 0.143 0.0653
H 7.382 12.192 18.049 0.705 0.228 -0.453 0.1213
H 13.391 9.428 13.374 0.247 -0.268 0.102 0.0613
H 15.062 10.670 11.992 -0.232 0.206 -0.090 0.0737
H 14.444 9.583 14.782 -0.060 0.217 0.038 0.0678
H 14.355 13.515 10.555 -0.052 -0.285 0.147 0.0338
H 16.527 11.201 14.641 -0.043 -0.134 -0.564 0.0760
H 8.309 16.526 14.143 0.499 0.213 -0.158 0.0731
H 7.839 10.776 13.755 -0.145 -0.002 -0.005 0.0494
H 6.518 12.546 13.154 -0.136 0.169 -0.487 0.0700
H 11.572 14.894 14.394 -0.071 0.175 -0.106 0.0465
H 15.067 15.875 12.563 0.102 -0.177 -0.129 0.0882
H 8.224 7.002 12.994 0.188 -0.131 -0.130 0.0427
H 9.443 9.861 6.728 0.229 0.170 0.231 0.0764
H 14.699 9.054 9.034 -0.476 0.183 0.577 0.0814
H 16.932 11.943 13.046 -0.134 -0.826 0.361 0.0723
H 7.688 8.015 15.067 0.410 -0.636 -0.280 0.0614
H 15.039 8.686 13.420 -0.128 0.086 -0.232 0.0874
H 6.524 14.276 12.985 -0.073 -0.076 -0.467 0.0534
H 6.566 8.222 12.466 0.421 1.242 0.246 0.0835
H 8.261 12.220 11.499 -0.022 0.496 0.110 0.0825
H 13.546 15.273 11.913 0.181 -0.264 0.077 0.0669
H 11.291 13.096 17.476 -0.119 0.101 0.129 0.0943
H 9.105 14.451 10.205 0.481 -0.065 -0.127 0.0459
H 12.918 15.015 7.211 0.127 -0.177 -0.032 0.0765
H 13.644 9.564 10.449 0.240 -0.156 -0.522 0.0404
H 13.257 13.890 18.829 0.355 -0.749 -1.335 0.1354
H 12.956 13.256 6.975 -0.423 0.026 -0.068 0.0590
H 7.361 14.814 14.640 0.019 -0.614 0.546 0.0861
H 8.240 9.507 15.806 -0.259 -0.061 -0.423 0.0685
H 11.225 16.637 14.105 0.567 0.342 0.064 0.0796
H 10.177 12.463 7.347 -0.313 -0.802 0.837 0.0579
H 10.028 7.697 9.778 -0.334 -0.118 -0.140 0.0812
H 6.560 9.261 15.221 0.022 0.307 0.284 0.0835
H 8.759 8.889 10.089 -0.097 0.009 0.037 0.0674
H 10.424 15.653 12.067 -0.446 -0.420 0.692 0.1032
H 14.325 11.412 8.706 -0.849 -0.520 -0.104 0.0510
H 8.093 6.725 11.271 0.486 -0.014 0.153 0.0858
H 11.112 14.354 8.658 0.224 -0.135 0.116 0.0362
H 9.826 6.821 14.499 0.524 0.466 0.041 0.0973
H 5.942 13.311 11.583 0.426 -0.138 0.768 0.1006
H 12.995 7.604 17.265 -0.183 0.267 -0.256 0.1083
H 10.169 15.727 15.104 -0.164 -0.234 0.654 0.0669
H 15.794 13.152 15.475 0.511 -0.010 -0.269 0.0902
H 12.866 10.091 16.710 0.164 0.000 0.382 0.0932
H 6.269 13.871 16.717 0.761 0.012 -0.024 0.1203
H 6.978 9.739 11.578 0.068 -0.160 0.381 0.0657
```
Forces are in eV/Å.

---

# C19H47N2O9P2

A cluster of 3 separate species, C19H47N2O9P2 in total at a distorted geometry (the ωB97M-V functional and the def2-TZVPD basis, OMol25).

The calculation puts the molar mass at 509.5 g/mol. Its net charge is -1. As for the LUMO energy: 2.50 eV. Its highest occupied orbital energy is -1.06 eV. Its spin multiplicity is 1. The value obtained for the HOMO-LUMO gap is 3.6 eV.

```
79
Properties=species:S:1:pos:R:3:forces:R:3:lowdin_charge:R:1
P 3.573 3.015 -1.674 -2.331 1.985 3.707 0.4302
P -3.693 -0.121 3.169 3.709 -0.129 2.981 0.4312
O -0.908 -4.716 -1.415 0.140 0.213 -0.371 -0.2085
O 4.351 4.092 -2.554 0.374 -1.328 -1.032 -0.1897
O -3.218 1.345 3.600 -0.753 0.022 -0.230 -0.1782
O 2.932 1.719 -1.883 1.310 -0.511 -1.887 -0.1967
O 4.472 3.042 -0.349 0.467 -0.048 -0.640 -0.1778
O -2.854 -0.958 4.275 -0.428 -0.126 -0.058 -0.2053
O 2.401 4.011 -1.166 0.142 0.079 -0.416 -0.2057
O -3.154 -0.521 1.871 -2.081 0.058 -1.006 -0.1949
O -5.095 -0.189 3.922 -0.682 -0.042 -1.566 -0.1895
N -0.584 -1.778 -2.449 -0.214 0.215 -0.104 -0.1564
N 3.527 -3.780 -1.896 -0.174 0.179 -0.086 -0.0189
C 5.609 2.178 -0.253 0.227 -0.210 0.042 -0.2694
C 0.646 -1.842 -1.744 -0.295 -0.491 -0.537 -0.4281
C 6.805 2.708 -1.024 -0.100 0.081 -0.129 -0.0842
C -2.430 -2.902 -1.107 0.371 0.392 0.089 -0.1821
C -5.887 -1.395 3.823 -0.222 -0.166 0.101 -0.2458
C 1.024 3.618 -1.265 -0.278 -0.097 0.091 -0.2883
C 0.512 3.067 0.047 0.082 0.122 0.212 -0.0691
C -0.022 -5.240 -2.373 0.244 -0.243 0.370 -0.1378
C -2.068 -4.102 -1.958 -0.874 -0.291 0.446 -0.2832
C 2.846 5.549 -3.834 -0.217 -0.105 0.087 -0.0715
C -1.667 -1.589 -1.522 0.928 -0.072 -0.006 -0.3547
C -2.019 -2.052 3.873 0.250 -0.155 -0.058 -0.2909
C -3.604 2.473 2.806 -0.046 0.246 -0.185 -0.2711
C 3.099 -2.365 -1.825 -0.165 -0.296 0.017 -0.3003
C 3.851 4.413 -3.872 -0.004 0.187 -0.234 -0.2460
C -5.544 -2.388 4.917 0.222 -0.104 -0.072 -0.0716
C -5.034 2.906 3.074 -0.061 -0.169 0.037 -0.0839
C 1.849 -2.069 -2.670 0.381 0.778 0.794 -0.2227
C -0.574 -1.624 3.747 0.081 0.170 0.159 -0.0689
H 0.879 -0.900 -1.182 0.047 -0.070 0.213 0.0908
H 3.752 -4.138 -0.981 0.225 -0.038 -0.038 0.0435
H -2.892 -4.835 -1.886 -0.010 -0.060 -0.126 0.0989
H -3.455 2.247 1.747 0.030 -0.053 0.025 0.1152
H -3.511 -2.725 -1.084 -0.081 -0.125 -0.091 0.0822
H -2.128 -3.167 -0.090 -0.156 -0.036 0.111 0.0842
H 4.721 4.706 -4.458 0.091 -0.053 0.109 0.1130
H 1.156 2.269 0.415 -0.035 -0.110 -0.145 0.0790
H -0.133 -6.333 -2.434 -0.126 -0.025 -0.219 0.0683
H 4.317 -3.892 -2.515 0.081 -0.118 0.075 0.0423
H 1.000 -5.045 -2.045 0.049 0.114 -0.015 0.0599
H -2.382 -0.831 -1.882 -0.246 -0.194 -0.126 0.0666
H -2.117 -2.818 4.647 -0.058 0.087 0.062 0.1093
H -5.745 2.157 2.720 0.002 0.023 -0.028 0.0669
H -1.253 -1.172 -0.582 -0.327 0.187 0.137 0.0699
H 6.624 2.683 -2.099 0.018 -0.030 0.005 0.0666
H -0.152 -4.784 -3.354 -0.059 0.059 -0.036 0.0772
H -0.479 -0.754 3.098 -0.066 -0.091 -0.142 0.0792
H 3.915 -1.677 -2.069 0.110 -0.073 -0.113 0.0845
H -0.498 2.671 -0.069 0.018 -0.036 -0.039 0.0785
H 0.884 2.893 -2.067 0.126 -0.098 0.048 0.1109
H 3.423 3.525 -4.343 0.017 -0.042 0.066 0.1207
H -5.774 -1.843 2.834 0.052 0.059 -0.020 0.1204
H -5.248 3.846 2.564 0.042 0.004 -0.008 0.0748
H 2.768 6.012 -4.819 0.072 -0.007 -0.004 0.0762
H 0.465 4.517 -1.538 0.109 0.060 0.024 0.1089
H 2.851 -2.166 -0.780 -0.048 0.096 0.039 0.0912
H -2.917 3.276 3.072 0.073 -0.076 0.057 0.1159
H 2.026 -1.116 -3.173 -0.153 -0.130 -0.438 0.0822
H -4.656 -2.966 4.666 0.046 0.041 0.020 0.0640
H 5.849 2.115 0.807 -0.103 0.050 0.029 0.1160
H 1.662 -2.863 -3.389 -0.048 -0.040 -0.066 0.0844
H 0.032 -2.432 3.336 -0.026 -0.004 -0.030 0.0804
H -6.366 -3.092 5.055 -0.044 0.056 -0.008 0.0761
H -0.173 -1.350 4.725 -0.002 -0.017 0.006 0.0714
H 0.494 3.852 0.806 -0.009 0.009 -0.010 0.0708
H 5.339 1.173 -0.591 -0.061 0.026 0.003 0.1137
H 3.145 6.300 -3.103 0.086 0.038 -0.050 0.0852
H -6.925 -1.079 3.922 0.042 0.144 -0.016 0.1130
H 0.679 -2.664 -0.982 0.079 0.011 0.121 0.0944
H -5.347 -1.872 5.855 -0.099 0.033 0.020 0.0852
H 7.006 3.744 -0.751 0.029 -0.013 0.064 0.0788
H 1.855 5.195 -3.558 0.007 0.000 0.065 0.0642
H -5.201 3.033 4.143 0.036 0.062 0.007 0.0791
H -1.944 -3.821 -3.002 0.314 0.111 -0.011 0.0961
H 7.690 2.104 -0.814 -0.022 -0.019 0.032 0.0746
H -2.373 -2.488 2.939 -0.020 0.145 -0.075 0.1052
```
Forces are in eV/Å.